(1)
C15H22N2O6S | the ωB97M-V functional and the def2-TZVPD basis

The geometry in XYZ format:
```
46
Properties=species:S:1:pos:R:3:forces:R:3
O 4.504840 2.180090 0.336154 1.31 -0.96 0.73
O 1.573959 -1.358583 0.208778 1.99 2.46 1.59
O -2.207335 -1.928999 0.781502 1.21 -1.60 0.84
O -0.074969 -0.372680 -2.632314 -1.13 -1.10 0.91
O 1.684580 0.709807 3.069412 -0.79 0.59 -0.90
O -0.430818 -2.563788 -2.273711 0.47 0.26 0.93
C 3.538519 1.474048 0.458987 -0.26 2.77 -1.88
C 2.088484 -0.261298 0.528465 -1.43 -1.62 -2.59
C -2.169599 -0.746236 0.567194 -2.11 -0.18 -0.64
C -0.823346 -1.286221 -2.294651 0.23 1.98 -0.52
N 3.449042 0.101783 0.511057 -2.59 -0.85 1.33
N -2.585893 -0.367676 -0.686911 1.15 3.34 -0.27
S 0.516568 1.121304 2.166819 1.26 1.22 3.96
C 5.414382 -0.965391 -0.339282 0.59 -0.73 1.03
C -3.258982 0.005061 2.673455 1.81 2.57 -0.28
C 2.180787 2.210302 0.208278 -0.47 -2.33 2.23
C 4.510646 -0.851254 0.854093 -0.14 -0.18 -0.01
C -2.889265 1.074072 -1.019249 1.81 -1.45 0.90
C -0.663331 -0.161012 2.465076 -1.87 -0.78 -1.58
C 1.200178 1.007381 0.589448 1.08 -0.13 -2.44
C -3.188030 1.073416 -2.477573 -2.71 -0.14 -0.68
C -2.037330 0.211873 1.752109 1.78 0.22 0.28
C -3.184025 -0.393745 -2.944561 2.96 0.93 -1.02
C -2.296411 -1.092448 -1.892252 -0.32 0.33 -0.99
H 0.482558 -2.484459 -1.929211 0.00 -0.52 -0.55
H 4.706257 -1.383592 -1.041248 0.42 0.55 -1.23
H 6.057893 -1.816482 -0.084364 0.50 0.41 -0.35
H 5.980055 -0.030471 -0.534296 -0.58 -0.80 -0.42
H -3.266839 -0.990667 2.941045 -0.66 -2.27 0.21
H -3.140543 0.563296 3.610857 0.02 0.17 -0.30
H -4.085762 0.403536 2.132094 -1.13 -0.25 -0.06
H 2.115252 3.052861 0.903681 0.08 -0.29 0.11
H 2.099381 2.651409 -0.789058 -0.02 -0.76 0.00
H 4.969734 -0.489950 1.762850 0.27 0.04 0.23
H 4.131697 -1.895628 1.024619 -0.40 1.38 0.09
H -3.718044 1.312335 -0.385109 -0.43 0.69 0.21
H -2.016889 1.682085 -0.809787 0.05 0.39 0.29
H -0.836298 -0.278116 3.543043 0.63 0.31 -0.29
H -0.313394 -1.077423 2.001950 0.27 -0.35 0.47
H 0.442883 0.906385 -0.169632 -0.51 -0.25 -0.29
H -4.241261 1.403718 -2.495344 0.32 0.13 -0.65
H -2.649219 1.750357 -3.105794 0.72 0.26 -0.05
H -1.849110 1.262830 1.471213 -0.92 -0.22 -0.18
H -4.137029 -0.793188 -2.882812 -1.88 -0.83 0.25
H -2.839350 -0.564501 -4.011898 -0.18 0.37 1.31
H -2.744624 -2.004143 -1.763123 -0.43 -2.78 0.29
```
Positions in Å, forces in eV/Å.

* energy above the lowest of the compared OMol25 structures with the same formula, charge and spin: 43.1 kcal/mol
* highest occupied orbital energy: -9.1 eV
* frontier orbital gap: 9.5 eV
* net charge: 0
* E_tot: -42010.88602 eV

(2)
C2H5BO3 | the ωB97M-V functional and the def2-TZVPD basis

The geometry in XYZ format:
```
11
Properties=species:S:1:pos:R:3:forces:R:3
B 1.720248 -0.105177 -0.024249 -2.60 -3.34 0.33
C -0.449383 -0.970398 0.052676 -1.96 0.90 2.59
C -0.451557 0.568872 -0.029612 -1.71 0.58 2.85
O 0.851382 -1.365678 -0.172897 3.17 1.81 0.16
O 0.879641 0.935218 0.067291 0.98 1.63 -0.55
O 3.055911 -0.004771 0.130393 0.03 0.35 -1.21
H -0.815692 -1.175856 1.167994 0.75 -0.39 -2.28
H -1.170535 -1.347610 -0.685758 0.35 -0.41 0.36
H -0.947941 0.888174 -0.908453 -0.06 0.73 -1.15
H -0.970809 1.121179 0.879409 0.63 -1.37 -1.81
H 3.256045 0.842752 -0.321324 0.42 -0.49 0.70
```
Positions in Å, forces in eV/Å.

* energy above the lowest of the compared OMol25 structures with the same formula, charge and spin: 24.6 kcal/mol
* highest occupied orbital energy: -10.0 eV
* frontier orbital gap: 10.5 eV
* net charge: 0
* E_tot: -8976.34456 eV

(3)
CH4NOS | the ωB97M-V functional and the def2-TZVPD basis

The geometry in XYZ format:
```
8
Properties=species:S:1:pos:R:3:forces:R:3
S 1.726552 1.730003 -1.163345 -0.07 -0.02 -0.76
H 1.442592 1.280604 -2.423243 0.14 0.19 0.54
C -0.987136 -0.863455 0.576322 -3.40 -2.30 2.37
N -0.010491 0.027047 0.788992 -1.99 -0.87 -0.63
O -1.343303 -1.799019 1.380960 1.63 2.28 -2.56
H -1.719094 -0.665651 -0.294435 1.27 0.04 0.91
H 0.822031 -0.383990 1.107862 1.31 -0.05 0.71
H 0.068849 0.674461 0.026888 1.10 0.74 -0.60
```
Positions in Å, forces in eV/Å.

* energy above the lowest of the compared OMol25 structures with the same formula, charge and spin: 11.7 kcal/mol
* highest occupied orbital energy: -3.2 eV
* frontier orbital gap: 7.3 eV
* net charge: -1
* E_tot: -15475.98783 eV

(4)
C5H39NO15 | the ωB97M-V functional and the def2-TZVPD basis

The geometry in XYZ format:
```
60
Properties=species:S:1:pos:R:3:forces:R:3
C -2.052087 1.531836 1.932611 0.22 -1.16 0.39
N -2.513468 0.243686 1.798917 -0.48 -0.33 -1.09
C -3.801997 0.003452 1.065830 0.09 0.68 1.33
C -1.008307 -0.958916 3.291267 0.29 1.48 0.16
C -1.630709 -0.966321 1.854089 1.01 1.25 2.77
C -0.619848 -0.967728 0.750838 1.61 -1.54 -1.98
O -0.848369 1.832165 2.029938 -0.62 0.13 0.08
H -2.832645 2.314901 2.006584 0.35 -0.74 -0.05
H -3.705757 0.194103 0.011917 0.30 -0.13 -0.55
H -4.159801 -1.036231 1.228032 0.29 0.85 0.07
H -4.523757 0.746923 1.440825 0.01 -0.48 -0.06
H -1.864375 -0.993637 3.963175 0.05 -0.46 0.26
H -0.307334 -1.783223 3.441226 -0.24 0.10 0.00
H -0.518503 0.010241 3.589658 -0.11 -0.99 -0.66
H -2.278206 -1.815760 2.061382 -0.22 -0.20 -1.51
H -0.114705 -0.025250 0.684713 -0.34 0.91 -0.12
H -1.031904 -1.228945 -0.235066 -0.37 0.49 0.35
H 0.325721 -1.606919 0.740217 -1.61 -0.01 1.00
H -0.836473 -2.823673 -1.747878 0.47 -0.35 0.14
H -2.169235 -3.245503 -2.242215 -0.15 -0.36 -0.13
O -1.674464 -2.459198 -2.019356 -0.51 0.44 -0.01
H 3.610987 -1.907827 -1.026403 -0.81 -0.88 -0.09
H 3.802468 -2.729638 -2.232554 -0.07 -0.60 -0.26
O 3.266923 -2.758569 -1.432809 0.90 1.12 0.06
H 0.329125 4.255497 2.078346 0.49 0.21 -0.56
H 1.539378 3.621103 1.455485 0.54 -0.67 -0.18
O 1.020690 4.412606 1.396168 -1.08 0.39 0.88
H 2.475444 1.982808 1.940476 -0.20 0.15 0.52
H 0.910265 1.498162 1.737884 0.56 0.43 0.39
O 1.867700 1.389000 1.505561 -0.76 -0.46 -0.41
H -0.123086 5.015778 -1.246729 -0.42 -0.79 0.55
H 0.002866 4.051648 -0.040857 0.70 0.25 0.42
O -0.533050 4.233320 -0.816546 -0.23 0.79 -1.05
H 1.509720 -1.035532 -1.787401 -0.30 -0.11 -0.54
H 2.126436 -1.160175 -3.128827 -1.20 0.05 0.15
O 1.227117 -1.073598 -2.728703 1.78 -0.15 0.54
H -2.014523 3.442431 0.070511 -0.72 0.21 -1.18
H -3.492377 3.164582 -0.608030 0.50 0.32 -0.93
O -2.949319 3.197466 0.167559 -0.21 -0.18 1.44
H -0.345352 2.911449 -2.132283 0.89 -0.82 -0.61
H -0.368466 1.513676 -2.890714 0.48 0.86 -0.13
O 0.213859 2.289527 -2.672513 -1.19 0.04 0.38
H 4.072008 0.356529 -0.092737 -0.22 0.01 -0.11
H 4.133459 -1.037548 0.664666 -0.11 0.49 -0.05
O 3.755332 -0.552211 -0.085722 0.42 -0.63 0.53
H 0.534528 -3.901402 1.063425 0.19 0.84 0.80
H 0.850663 -5.229052 0.428776 -0.55 0.96 -0.14
O 0.319339 -4.406374 0.294760 0.53 -1.80 -0.29
H 0.465109 -4.227640 -2.603857 0.72 0.48 -0.25
H 0.000663 -5.155408 -1.501388 -0.32 0.47 -0.74
O -0.236239 -4.830152 -2.392725 -0.32 -1.02 0.60
H 2.315085 -0.943487 3.168120 0.21 -0.24 0.71
H 1.851089 -0.490880 1.862128 0.20 -0.65 -0.13
O 2.026629 -1.330105 2.344565 0.03 0.67 -0.41
H -1.162615 -0.853743 -3.467782 -0.46 1.50 0.54
H -0.547945 -0.239632 -2.316567 0.28 0.14 0.53
O -1.191845 0.016132 -2.973175 -0.45 -1.33 -1.11
H 1.980175 1.421643 -2.023568 0.13 0.38 0.39
H 1.775686 1.637990 -0.554989 -0.81 0.22 0.94
O 2.457499 1.446779 -1.171253 0.83 -0.25 -1.60
```
Positions in Å, forces in eV/Å.

* energy above the lowest of the compared OMol25 structures with the same formula, charge and spin: 99.1 kcal/mol
* highest occupied orbital energy: -9.7 eV
* frontier orbital gap: 9.7 eV
* net charge: 0
* E_tot: -38020.36492 eV

(5)
C4H5N3 | the ωB97M-V functional and the def2-TZVPD basis

The geometry in XYZ format:
```
12
Properties=species:S:1:pos:R:3:forces:R:3
C 1.439038 0.274374 0.797352 0.27 0.08 -0.02
N 0.196641 -0.452434 0.592606 -0.06 -0.07 0.09
C -0.673524 0.142665 -0.399851 -0.07 0.04 -0.03
C -0.261279 -0.344946 -1.739851 0.33 -0.31 -1.01
N 0.126959 -0.730214 -2.757378 -0.40 0.43 0.97
C -2.088617 -0.193429 -0.149213 -0.96 -0.26 0.23
N -3.192773 -0.438643 0.086229 1.12 0.25 -0.23
H 1.787520 0.651900 -0.170023 -0.03 -0.08 0.13
H 2.213583 -0.406479 1.158775 -0.14 0.09 0.05
H 1.360918 1.129604 1.486918 -0.07 -0.15 -0.14
H -0.293834 -0.706486 1.438331 0.04 0.16 -0.05
H -0.614250 1.246111 -0.424383 -0.02 -0.18 0.02
```
Positions in Å, forces in eV/Å.

* energy above the lowest of the compared OMol25 structures with the same formula, charge and spin: 46.7 kcal/mol
* highest occupied orbital energy: -10.3 eV
* frontier orbital gap: 10.8 eV
* net charge: 0
* E_tot: -8697.78512 eV

(6)
C18H24N4O3Tc | the ωB97M-V functional and the def2-TZVPD basis

The geometry in XYZ format:
```
50
Properties=species:S:1:pos:R:3:forces:R:3
N 0.746787 -2.042304 -0.590104 -0.04 0.37 0.52
C 0.700139 -3.130064 -0.218939 0.35 0.11 -0.60
C 0.758006 -4.526473 0.120299 -0.13 -0.57 0.33
H 1.112367 -4.638562 1.155005 -0.05 -0.07 -0.27
H 1.455504 -5.030978 -0.566918 -0.21 0.11 0.21
H -0.240152 -4.978723 0.026580 0.29 0.06 -0.01
N 0.304691 1.008226 -2.824107 -1.38 0.59 -1.44
C -0.076256 1.398125 -3.849062 0.95 -0.56 1.34
C -0.394732 1.882431 -5.148593 -0.13 0.33 -0.71
H 0.211828 1.329409 -5.882745 -0.20 0.17 0.07
H -0.156480 2.955819 -5.194495 -0.09 -0.22 -0.09
H -1.461817 1.732134 -5.362318 0.20 0.03 -0.01
N 0.907534 1.878496 0.830004 -0.02 0.48 1.93
C 0.930996 2.486779 1.826949 0.27 -1.02 -2.58
C 1.082309 3.327860 2.968960 -0.03 0.44 0.89
H 0.258386 4.055390 3.011792 0.24 -0.13 0.00
H 2.042602 3.865117 2.892454 -0.31 -0.14 0.07
H 1.074382 2.718609 3.884789 0.06 0.24 -0.18
Tc 0.219078 0.320937 -0.913848 -1.52 -0.47 1.40
C -1.004504 1.774268 -0.798409 -3.12 4.55 -0.18
O -1.778334 2.644057 -0.766682 2.86 -3.44 0.00
C -1.108323 -0.774837 -1.721627 -3.70 -3.33 -3.13
O -1.947811 -1.406052 -2.234161 3.37 2.62 2.28
C 2.957130 -1.005770 -1.657573 0.55 -0.78 -0.39
C 3.175356 -0.762253 -0.294230 0.97 1.18 1.79
C 3.228293 0.546351 0.176668 0.84 -2.12 0.61
C 3.062642 1.616800 -0.713703 0.60 0.80 0.17
C 2.815954 1.376184 -2.064018 0.32 -0.96 -1.51
C 2.764031 0.055813 -2.539299 0.42 1.69 -0.56
H 3.067045 -2.014716 -2.056657 -0.13 0.21 0.11
H 3.452826 -1.585859 0.369486 -0.26 0.28 -0.21
H 3.547369 0.736502 1.205158 -0.28 -0.06 -0.34
H 3.254573 2.637673 -0.382194 -0.15 -0.21 -0.04
H 2.803545 2.211362 -2.763755 -0.16 -0.20 0.17
H 2.712628 -0.139645 -3.610094 -0.16 0.06 0.26
C -3.841773 -0.930732 3.020728 -0.83 0.02 0.06
N -2.978601 -0.562001 1.894835 -3.02 0.19 -0.16
C -3.704073 -0.106721 0.721737 0.40 0.11 -0.37
C -1.642285 -0.648038 1.972081 3.93 -0.05 -0.36
C -0.996764 -1.131465 3.226284 -0.27 -0.12 0.38
O -0.886942 -0.331359 1.007806 -1.64 -0.19 0.74
H -4.887115 -0.774858 2.715788 0.43 -0.05 0.08
H -3.655562 -0.307341 3.917405 0.24 -0.17 -0.33
H -3.729540 -1.994752 3.308108 0.26 0.32 -0.15
H -4.319950 0.764370 0.987395 0.01 -0.10 0.15
H -3.028394 0.151981 -0.085566 -0.03 -0.04 0.12
H -4.396345 -0.894385 0.391600 0.02 -0.02 0.18
H -0.397973 -2.014070 2.986474 0.03 0.10 0.01
H -0.324209 -0.350284 3.590069 0.03 -0.09 -0.06
H -1.688069 -1.392452 4.030641 0.22 0.06 -0.20
```
Positions in Å, forces in eV/Å.

* highest occupied orbital energy (spin up / spin down): -22.0 / -21.6 eV
* frontier orbital gap (spin up / spin down): 9.4 / 4.7 eV
* ⟨S²⟩: 3.79
* 2S+1: 4
* net charge: +4
* E_tot: -33309.92615 eV

The lowest net charge belongs to which entry?
CH4NOS

The lowest E_tot belongs to which entry?
C15H22N2O6S

What is the E_tot in the second record?
-8976.34456 eV

Look up the E_tot of the fourth one.
-38020.36492 eV